Computed, not measured: a 2-piece molecular cluster, C3H10N2O2 overall, with ωB97M-V/def2-TZVPD.

As for the energy relative to the best compared isomer or geometry (same formula, charge and spin): 2.0397 eV. As for the LUMO energy (alpha / beta): -0.14197 / -0.32860 Eh. As for the expectation value of S²: 0.754.

The geometry in ORCA input format:
```
! RIJCOSX wB97M-V def2-TZVPD def2/J DEFGRID3
* xyz 1 2
C -0.469 -1.733 0.058
N -0.192 -0.304 0.248
C -1.293 0.558 0.610
C -0.981 2.003 1.025
N -0.019 2.212 1.964
O -1.688 2.854 0.555
H -0.758 -1.914 -0.976
H -1.126 -2.020 0.868
H 0.414 -2.347 0.217
H 0.522 -0.121 0.951
H -1.975 0.001 1.264
H -1.957 0.766 -0.248
H 0.379 1.398 2.393
H 0.425 3.107 2.075
H 2.246 -1.825 -3.529
H 3.363 -0.885 -3.565
O 3.109 -1.750 -3.908
*
```


Computed, not measured: C37H35ClCoN2S2Si2 as an isolated structure, with ωB97M-V/def2-TZVPD.

As for the LUMO energy (alpha / beta): -0.00066 / -0.01020 Eh. As for the expectation value of S²: 3.862.

The geometry in ORCA input format:
```
! RIJCOSX wB97M-V def2-TZVPD def2/J DEFGRID3
* xyz 0 4
C 3.527 0.539 -2.681
C 3.148 -0.812 -2.473
C 1.861 -1.017 -3.045
H 3.793 -1.564 -2.062
C 1.445 0.219 -3.614
C 2.503 1.153 -3.433
H 2.594 2.117 -3.903
H 4.476 1.003 -2.431
H 1.328 -1.963 -3.057
H 0.546 0.397 -4.191
Co 1.763 0.433 -1.663
Si -0.439 -0.131 -0.879
C -0.888 -1.684 0.178
C -2.024 -1.707 0.992
H -2.625 -0.802 1.129
C -2.373 -2.865 1.692
H -3.217 -2.838 2.381
C -1.641 -4.038 1.529
H -1.921 -4.941 2.073
C -0.552 -4.041 0.658
H 0.026 -4.953 0.514
C -0.176 -2.877 -0.024
H 0.683 -2.899 -0.704
C -2.088 -0.348 -1.937
C -2.163 -1.193 -3.058
H -1.247 -1.562 -3.525
C -3.411 -1.580 -3.576
H -3.465 -2.264 -4.419
C -4.607 -1.130 -3.010
H -5.579 -1.454 -3.394
C -4.539 -0.279 -1.905
H -5.452 0.068 -1.419
C -3.295 0.127 -1.397
H -3.291 0.824 -0.551
H 0.950 -0.826 -1.122
Si -1.166 1.015 3.290
C -1.811 1.496 1.575
C -0.903 1.463 0.361
H 0.073 1.783 0.759
C -1.364 2.327 -0.734
H -0.975 2.140 -1.744
C -2.279 3.340 -0.557
H -2.523 3.978 -1.404
C -2.907 3.512 0.678
H -3.522 4.397 0.850
C -2.737 2.544 1.676
H -3.319 2.661 2.601
C -0.348 -0.656 3.536
C 0.728 -1.089 2.760
H 1.094 -0.473 1.931
C 1.321 -2.325 3.011
H 2.153 -2.657 2.384
C 0.847 -3.154 4.035
H 1.306 -4.137 4.191
C -0.205 -2.703 4.842
H -0.557 -3.330 5.665
C -0.795 -1.462 4.595
H -1.616 -1.110 5.226
H -2.162 1.144 4.250
Cl 0.280 2.458 3.652
C 3.832 -2.080 0.288
C 3.437 -0.720 0.710
N 2.778 0.225 0.033
C 2.646 1.416 0.777
C 3.063 1.270 2.081
S 3.887 -0.204 2.329
C 2.076 2.561 0.119
C 1.717 3.787 0.644
S 1.056 4.820 -0.559
C 1.245 3.549 -1.748
N 1.668 2.388 -1.224
C 0.972 3.885 -3.165
H 4.702 -2.052 -0.384
H 4.141 -2.614 1.190
H 2.984 -2.614 -0.157
H 2.965 2.037 2.832
H 1.881 4.076 1.672
H 0.404 4.820 -3.161
H 1.909 4.067 -3.719
H 0.373 3.108 -3.661
*
```


Computed, not measured: C54H43N2O2PRhTe as an isolated structure, with ωB97M-V/def2-TZVPD.

As for the LUMO energy: -0.09740 Eh.

The geometry in ORCA input format:
```
! RIJCOSX wB97M-V def2-TZVPD def2/J DEFGRID3
* xyz 1 1
Rh 1.000 -0.570 -0.020
C -5.229 -0.092 2.689
C -4.037 0.066 1.801
C -3.520 1.329 1.495
C -2.420 1.502 0.680
C -1.957 2.908 0.467
O -1.711 3.604 1.431
C -1.923 3.468 -0.909
C -1.603 4.816 -1.056
C -1.645 5.408 -2.304
C -1.991 4.654 -3.418
C -2.310 3.311 -3.278
C -2.285 2.719 -2.026
C -1.715 0.388 0.167
O -0.647 0.584 -0.534
C -2.251 -0.903 0.465
C -3.400 -1.031 1.250
C -1.623 -2.111 -0.040
N -0.353 -2.159 -0.269
C 0.261 -3.284 -0.973
C 1.327 -3.988 -0.145
Te 2.518 -2.559 0.939
C 1.814 -3.209 2.830
C 1.440 -2.341 3.846
C 1.055 -2.852 5.077
C 1.058 -4.217 5.302
C 1.464 -5.083 4.297
C 1.852 -4.584 3.066
C -2.513 -3.278 -0.282
C -3.501 -3.200 -1.258
C -4.337 -4.282 -1.479
C -4.206 -5.431 -0.715
C -3.235 -5.502 0.273
C -2.386 -4.429 0.489
H -5.665 0.874 2.931
H -4.960 -0.582 3.625
H -5.998 -0.697 2.211
H -3.991 2.212 1.907
H -1.344 5.386 -0.175
H -1.418 6.459 -2.412
H -2.025 5.119 -4.393
H -2.591 2.728 -4.142
H -2.558 1.679 -1.915
H -3.784 -2.023 1.451
H 0.751 -2.876 -1.858
H -0.495 -3.995 -1.312
H 1.986 -4.568 -0.788
H 0.899 -4.643 0.611
H 1.450 -1.270 3.692
H 0.755 -2.171 5.861
H 0.764 -4.608 6.265
H 1.491 -6.148 4.474
H 2.190 -5.274 2.302
H -3.613 -2.293 -1.836
H -5.102 -4.223 -2.240
H -4.868 -6.268 -0.881
H -3.142 -6.392 0.879
H -1.638 -4.473 1.271
C 6.889 1.449 2.429
C 6.392 2.464 1.630
C 5.187 2.304 0.964
C 4.467 1.121 1.105
C 4.972 0.104 1.909
C 6.176 0.267 2.570
P 2.786 1.000 0.406
C 2.611 2.327 -0.805
C 3.515 2.390 -1.865
C 3.323 3.299 -2.889
C 2.221 4.144 -2.864
C 1.313 4.072 -1.818
C 1.500 3.165 -0.787
C 1.763 1.250 1.866
C 1.824 2.180 2.896
C 0.832 2.151 3.858
C -0.185 1.205 3.779
C -0.224 0.258 2.765
C 0.783 0.258 1.801
H 7.829 1.578 2.945
H 6.940 3.390 1.523
H 4.807 3.107 0.346
H 4.420 -0.820 2.044
H 6.557 -0.527 3.195
H 4.370 1.726 -1.893
H 4.031 3.349 -3.704
H 2.070 4.859 -3.661
H 0.450 4.722 -1.803
H 0.776 3.099 0.015
H 2.614 2.919 2.927
H 0.834 2.870 4.664
H -0.974 1.214 4.518
H -1.020 -0.474 2.753
N 1.478 -0.666 -2.229
C 0.756 -0.458 -3.107
C -0.118 -0.118 -4.163
C -1.065 -1.044 -4.605
C -1.914 -0.691 -5.637
C -1.812 0.566 -6.220
C -0.875 1.485 -5.767
C -0.021 1.154 -4.731
H -1.132 -2.017 -4.141
H -2.652 -1.396 -5.992
H -2.471 0.830 -7.035
H -0.813 2.464 -6.221
H 0.704 1.862 -4.353
*
```


Question: Which formula does entry 3 have?
Answer: C54H43N2O2PRhTe